Molecular formula: H20O10
Method: DFT, ωB97M-V/def2-TZVPD

The spin multiplicity is 1. For the LUMO energy, the calculation gives -0.8 eV. The value obtained for the calculated total energy is -20798.6166 eV. As for the SMILES: O.O.O.O.O.O.O.O.O.O. For the orbital gap, the calculation gives 9.688 eV. Its strongest force on any atom is 2.7 eV/A.

XYZ file:
```
30
Properties=species:S:1:pos:R:3:nbo_charge:R:1
O 0.539 1.284 4.405 -0.950
H -0.360 1.170 4.729 0.459
H 0.420 1.588 3.504 0.476
O -0.694 3.010 -0.535 -0.939
H -0.382 2.413 -1.197 0.462
H -0.436 2.598 0.273 0.449
O -0.297 1.961 1.891 -0.940
H -1.211 1.726 1.689 0.496
H -0.435 2.879 1.978 0.490
O -0.091 0.365 -2.317 -0.958
H 0.545 0.606 -3.013 0.502
H -0.255 -0.556 -2.581 0.496
O 2.276 -2.102 1.381 -0.951
H 1.636 -1.463 0.980 0.476
H 2.897 -2.178 0.681 0.461
O -1.968 -1.878 1.464 -0.992
H -1.285 -1.326 1.042 0.489
H -1.676 -2.310 2.258 0.478
O 2.753 -0.274 -1.741 -0.933
H 1.812 -0.211 -1.822 0.459
H 3.137 0.044 -2.561 0.467
O 0.146 -0.513 0.349 -0.951
H -0.111 -0.193 -0.480 0.483
H 0.387 0.202 0.877 0.494
O -2.332 1.675 -2.605 -0.958
H -3.101 1.162 -2.248 0.469
H -1.577 1.117 -2.579 0.465
O 0.028 -3.518 -0.948 -0.923
H -0.570 -2.972 -1.457 0.454
H 0.203 -4.307 -1.416 0.471
```

=====

Molecular formula: H21O10
Method: DFT, ωB97M-V/def2-TZVPD

The spin multiplicity is 1. The total charge is +1. For the LUMO energy, the calculation gives -3.1 eV. The value obtained for the calculated total energy is -20808.2297 eV. For the orbital gap, the calculation gives 9.965 eV. Its strongest force on any atom is 2.6 eV/A.

XYZ file:
```
31
Properties=species:S:1:pos:R:3:nbo_charge:R:1
O 0.392 1.175 -2.695 -0.965
H -0.517 1.381 -2.921 0.491
H 1.510 1.727 1.511 0.565
O 2.303 -1.032 1.509 -0.939
H 2.510 -1.254 2.437 0.490
H 3.186 -1.299 1.199 0.502
O 0.347 -0.519 3.918 -0.985
H 1.096 1.665 2.929 0.555
H 0.052 -1.435 3.957 0.496
O -3.071 -1.776 -1.185 -0.951
H -2.686 -0.927 -1.408 0.475
H -2.413 -2.465 -1.084 0.466
O -2.904 1.504 -1.803 -0.953
H -0.391 0.021 4.216 0.493
H -3.594 2.151 -1.602 0.484
O 1.619 1.997 -0.108 -0.967
H 1.678 1.566 -0.982 0.525
H -2.920 1.612 -2.765 0.472
O -0.510 1.045 1.788 -0.977
H 0.953 2.621 -0.446 0.496
H -0.325 0.116 1.590 0.488
O 0.974 -1.046 -4.113 -0.922
H 1.610 -0.365 -4.356 0.446
H -1.131 1.256 1.075 0.500
O 1.923 1.491 2.431 -0.799
H 0.886 1.001 -3.488 0.477
O -1.199 -2.851 0.492 -0.987
H -1.423 -3.626 -0.017 0.504
H 1.559 -1.812 -4.104 0.478
H 1.955 0.522 2.162 0.550
H -0.608 -2.140 0.276 0.493
```

=====

Molecular formula: H21O14S
Method: DFT, ωB97M-V/def2-TZVPD

The spin multiplicity is 1. The total charge is -1. For the LUMO energy, the calculation gives 2.3 eV. The value obtained for the calculated total energy is -39840.8364 eV. For the orbital gap, the calculation gives 6.651 eV. Its strongest force on any atom is 9.4 eV/A.

XYZ file:
```
36
Properties=species:S:1:pos:R:3:nbo_charge:R:1
O 0.258 0.513 -0.301 -0.859
H 1.083 0.017 0.079 0.527
H -0.100 -0.217 -0.870 0.550
H -0.531 0.670 0.301 0.535
S 2.335 -1.772 1.465 2.664
O 2.958 -1.508 2.706 -1.069
O 1.676 -3.065 1.591 -1.090
O 1.526 -0.678 1.021 -1.090
O 3.310 -2.003 0.423 -1.118
O -0.239 -1.945 -1.354 -1.002
H -0.455 -2.504 -0.536 0.506
H 0.556 -2.381 -1.595 0.515
O -2.577 -1.792 1.084 -0.946
H -2.168 -1.926 1.906 0.478
H -2.892 -0.888 1.115 0.469
O -2.185 -1.573 -3.216 -0.930
H -3.176 -1.590 -2.739 0.465
H -1.737 -1.796 -2.510 0.480
O 0.895 1.127 2.807 -1.076
H 1.052 0.461 1.977 0.515
H 1.674 0.966 3.391 0.506
O 0.967 3.218 1.056 -0.997
H 0.986 2.717 1.809 0.495
H 1.672 2.966 0.285 0.500
O 2.145 -1.785 -2.015 -1.007
H 2.558 -2.021 -1.159 0.522
H 2.752 -1.858 -2.648 0.458
O -1.670 4.079 0.114 -1.017
H -1.912 3.968 -0.736 0.471
H -1.026 3.443 0.622 0.528
O -1.506 1.354 1.369 -0.983
H -0.902 1.649 2.060 0.518
H -2.346 1.918 1.530 0.506
O -1.157 0.896 -2.695 -0.974
H -1.299 0.011 -3.198 0.499
H -0.526 1.329 -3.140 0.452
```

=====

Molecular formula: H22O11
Method: DFT, ωB97M-V/def2-TZVPD

The spin multiplicity is 1. For the LUMO energy, the calculation gives -0.4 eV. The value obtained for the calculated total energy is -22876.5978 eV. As for the SMILES: O.O.O.O.O.O.O.O.O.O.O. For the orbital gap, the calculation gives 10.022 eV. Its strongest force on any atom is 5.0 eV/A.

XYZ file:
```
33
Properties=species:S:1:pos:R:3:nbo_charge:R:1
O 0.486 0.249 -0.301 -0.887
H 0.028 0.703 0.438 0.434
H 1.264 0.161 0.204 0.451
O -1.805 2.902 1.898 -0.940
H -1.048 3.280 1.435 0.464
H -2.174 3.720 2.301 0.477
O 1.777 -1.833 0.640 -0.925
H 2.412 -1.188 1.159 0.435
H 2.162 -2.689 0.682 0.486
O -3.036 1.966 -2.063 -0.973
H -3.303 1.690 -2.909 0.454
H -3.361 1.181 -1.570 0.504
O -4.370 -0.705 -0.622 -0.973
H -4.839 -0.788 0.187 0.466
H -3.372 -0.734 -0.433 0.497
O 0.548 -3.115 -0.811 -0.956
H 0.488 -2.567 -1.626 0.487
H 0.587 -4.016 -1.119 0.454
O -1.557 -2.564 3.939 -0.924
H -0.520 -2.493 3.869 0.464
H -1.747 -1.688 3.623 0.460
O -2.163 0.540 -0.665 -0.952
H -1.553 1.219 -1.027 0.516
H -1.913 0.598 0.218 0.461
O 4.875 -0.605 -0.222 -0.936
H 4.481 0.306 -0.377 0.468
H 4.107 -1.164 -0.135 0.468
O 1.053 -1.126 -2.751 -0.927
H 1.830 -1.525 -3.131 0.473
H 0.286 -1.460 -3.289 0.475
O 3.769 4.016 0.618 -0.926
H 3.344 3.147 0.689 0.462
H 3.263 4.580 1.150 0.465
```